#1
This record from the OMol25 dataset describes C31H52N6O3S4SbScSi3 as an isolated structure. The level of theory is ωB97M-V with the def2-TZVPD basis set.

Each line ends with the Löwdin charge.
CARTESIAN COORDINATES (ANGSTROEM)
Sc: 0.67 0.40 0.30  0.701
N: 2.85 0.08 -0.66  -0.055
C: 3.48 -0.97 0.14  -0.290
C: 4.74 -1.49 -0.58  -0.126
C: 5.67 -2.48 0.15  -0.160
C: 6.03 -2.05 1.57  -0.157
N: 4.89 -2.35 2.42  0.079
C: 4.62 -1.78 3.57  -0.444
N: 5.48 -0.96 4.17  0.219
N: 3.43 -2.04 4.14  0.207
C: 2.39 -2.00 0.47  -0.546
O: 2.63 -3.04 1.12  0.009
O: 1.23 -1.67 0.05  -0.113
H: 2.81 -0.20 -1.64  0.113
H: 3.45 0.93 -0.68  -0.062
H: 3.77 -0.48 1.08  0.145
H: 5.32 -0.60 -0.83  0.090
H: 4.44 -1.93 -1.53  0.130
H: 6.58 -2.57 -0.44  0.119
H: 5.23 -3.48 0.19  0.116
H: 6.24 -0.98 1.59  0.129
H: 6.91 -2.59 1.94  0.127
H: 4.09 -2.86 1.95  0.110
H: 6.36 -0.74 3.74  0.114
H: 5.24 -0.47 5.01  0.126
H: 2.76 -2.59 3.63  0.114
H: 3.16 -1.62 5.01  0.121
C: -3.44 1.79 -2.29  -0.290
Sb: -1.68 0.73 -1.70  1.468
C: -1.03 1.77 0.09  -0.602
C: -0.29 2.92 -0.57  -0.557
C: 1.22 2.74 -0.55  -0.544
C: 2.08 3.81 -1.27  -0.339
C: 1.21 4.93 -1.77  -0.074
C: -0.11 4.93 -1.67  -0.116
N: -0.89 3.91 -1.10  0.099
Si: -2.15 2.50 1.41  0.439
C: -1.24 3.87 2.32  -0.183
C: -3.72 3.34 0.77  -0.177
C: -2.64 1.24 2.74  -0.180
C: -2.46 -1.32 -1.20  -0.535
C: -1.79 -1.88 0.02  -0.389
C: -1.84 -3.26 0.31  -0.036
C: -1.32 -3.76 1.48  -0.024
C: -0.77 -2.88 2.41  -0.049
C: -0.73 -1.55 2.06  -0.163
N: -1.18 -1.07 0.89  0.009
Si: -2.01 -2.30 -2.79  0.421
C: -2.53 -1.37 -4.34  -0.187
C: -0.16 -2.59 -2.83  -0.163
C: -2.86 -3.97 -2.96  -0.172
Si: -4.34 -1.36 -0.85  0.472
C: -4.97 -3.03 -0.24  -0.167
C: -4.78 -0.16 0.52  -0.163
C: -5.32 -1.01 -2.42  -0.172
H: -3.15 2.83 -2.19  0.001
H: -4.29 1.57 -1.65  -0.009
H: -3.68 1.57 -3.33  0.002
H: 1.39 1.82 -1.17  0.069
H: 2.56 3.33 -2.13  0.124
H: 1.72 5.77 -2.24  0.113
H: -0.69 5.76 -2.05  0.099
H: -0.95 4.69 1.67  0.033
H: -0.33 3.51 2.81  -0.002
H: -1.91 4.27 3.09  0.033
H: -3.46 4.07 0.01  0.024
H: -4.17 3.87 1.61  0.032
H: -4.48 2.67 0.37  0.000
H: -1.87 1.22 3.51  0.027
H: -2.80 0.23 2.37  -0.014
H: -3.57 1.56 3.21  0.037
H: -2.30 -3.93 -0.40  0.086
H: -1.35 -4.82 1.67  0.117
H: -0.40 -3.22 3.37  0.105
H: -0.30 -0.82 2.74  0.119
H: -2.15 -0.36 -4.41  0.003
H: -3.62 -1.34 -4.46  0.020
H: -2.12 -1.92 -5.18  0.040
H: 0.38 -1.68 -3.06  0.025
H: 0.06 -3.32 -3.62  0.038
H: 0.22 -2.98 -1.89  0.021
H: -3.94 -3.93 -2.87  0.016
H: -2.49 -4.73 -2.27  0.027
H: -2.64 -4.33 -3.96  0.038
H: -4.60 -3.27 0.76  0.030
H: -4.77 -3.87 -0.89  0.016
H: -6.06 -2.94 -0.16  0.041
H: -4.75 -0.67 1.48  0.041
H: -5.79 0.23 0.39  0.048
H: -4.10 0.68 0.58  -0.024
H: -5.34 -1.88 -3.07  0.027
H: -4.96 -0.17 -3.00  0.004
H: -6.35 -0.79 -2.13  0.041
O: 4.84 6.41 2.30  -0.082
C: 4.53 5.66 1.41  -1.032
S: 5.57 4.40 0.75  0.931
C: 4.44 3.72 -0.41  -1.124
C: 3.23 4.32 -0.45  -0.698
S: 1.77 2.38 1.19  0.648
S: 2.94 5.68 0.63  1.003
S: 4.98 2.31 -1.26  0.464

Output
orbital gap	5.55	eV
spin multiplicity	1
HOMO level	-0.226	hartree
charge	0

***

#2
This record from the OMol25 dataset describes C31H52N6O3S4SbScSi3 as an isolated structure. The level of theory is ωB97M-V with the def2-TZVPD basis set.

Each line ends with the Löwdin charge.
CARTESIAN COORDINATES (ANGSTROEM)
Sc: 0.45 -1.53 1.05  0.649
N: 2.11 -2.24 -0.43  0.021
C: 1.34 -2.77 -1.57  -0.328
C: 2.21 -3.17 -2.76  -0.121
C: 1.55 -4.09 -3.80  -0.157
C: 0.64 -5.18 -3.22  -0.146
N: -0.70 -4.62 -2.96  0.094
C: -1.36 -4.66 -1.81  -0.464
N: -1.15 -5.62 -0.90  0.195
N: -2.31 -3.74 -1.59  0.218
C: 0.17 -1.85 -1.86  -0.580
O: -0.39 -1.87 -2.95  0.034
O: -0.22 -1.17 -0.84  -0.136
H: 2.76 -1.51 -0.75  0.107
H: 2.65 -3.01 -0.04  0.043
H: 0.90 -3.68 -1.16  0.065
H: 3.07 -3.71 -2.34  0.121
H: 2.60 -2.28 -3.26  0.124
H: 2.33 -4.58 -4.37  0.116
H: 0.97 -3.49 -4.51  0.111
H: 1.06 -5.56 -2.28  0.093
H: 0.56 -6.01 -3.91  0.123
H: -0.89 -3.78 -3.50  0.129
H: -0.34 -6.21 -1.00  0.075
H: -1.30 -5.33 0.07  0.037
H: -2.20 -2.84 -2.05  0.098
H: -2.73 -3.72 -0.68  0.097
C: 1.11 3.42 1.86  -0.280
Sb: 0.86 1.68 0.63  1.496
C: -0.04 0.38 2.17  -0.509
C: 1.13 0.12 3.02  -0.531
C: 2.32 -0.44 2.50  -0.169
C: 3.33 -0.88 3.36  -0.063
C: 3.18 -0.71 4.71  -0.071
C: 2.01 -0.08 5.15  -0.121
N: 1.04 0.32 4.35  0.092
Si: -1.58 0.71 3.22  0.442
C: -3.16 0.61 2.22  -0.186
C: -1.87 -0.62 4.51  -0.194
C: -1.54 2.36 4.13  -0.171
C: -0.28 2.53 -1.09  -0.539
C: -1.33 1.57 -1.60  -0.428
C: -1.49 1.27 -2.96  -0.058
C: -2.53 0.45 -3.36  -0.062
C: -3.40 -0.05 -2.40  -0.073
C: -3.17 0.30 -1.08  -0.136
N: -2.17 1.08 -0.69  0.101
Si: -1.26 4.13 -0.74  0.461
C: -2.36 4.48 -2.22  -0.156
C: -2.39 3.98 0.74  -0.164
C: -0.16 5.63 -0.51  -0.174
Si: 1.17 2.81 -2.30  0.412
C: 1.86 1.15 -2.89  -0.167
C: 2.61 3.71 -1.49  -0.193
C: 0.74 3.86 -3.81  -0.173
H: 1.44 3.05 2.84  0.012
H: 0.19 3.98 1.99  -0.014
H: 1.88 4.06 1.44  -0.002
H: 2.52 -0.41 1.44  0.032
H: 4.23 -1.33 2.95  0.117
H: 3.92 -1.05 5.42  0.111
H: 1.86 0.11 6.20  0.119
H: -3.24 -0.39 1.78  0.023
H: -3.25 1.34 1.42  -0.011
H: -4.00 0.73 2.91  0.040
H: -2.02 -1.60 4.05  -0.004
H: -2.80 -0.36 5.03  0.035
H: -1.08 -0.70 5.26  0.010
H: -1.39 3.23 3.49  -0.004
H: -0.74 2.35 4.87  0.024
H: -2.49 2.50 4.65  0.034
H: -0.82 1.66 -3.70  0.081
H: -2.66 0.21 -4.40  0.113
H: -4.24 -0.68 -2.67  0.100
H: -3.83 -0.06 -0.29  0.095
H: -3.13 3.71 -2.34  0.035
H: -1.81 4.55 -3.16  0.018
H: -2.88 5.44 -2.07  0.039
H: -3.34 3.53 0.45  0.036
H: -2.59 4.97 1.16  0.044
H: -1.97 3.35 1.53  -0.014
H: 0.43 5.88 -1.39  0.019
H: 0.52 5.54 0.34  0.012
H: -0.81 6.49 -0.31  0.039
H: 2.42 0.69 -2.07  0.009
H: 2.56 1.32 -3.72  0.039
H: 1.10 0.45 -3.22  0.018
H: 3.10 3.13 -0.72  0.009
H: 2.32 4.67 -1.06  0.016
H: 3.35 3.91 -2.27  0.039
H: -0.06 3.47 -4.43  0.024
H: 1.64 3.93 -4.43  0.037
H: 0.47 4.87 -3.52  0.023
O: 2.50 -3.76 5.74  -0.055
C: 2.04 -3.82 4.64  -1.019
S: 0.48 -3.15 4.17  0.979
C: 0.50 -3.67 2.47  -1.140
C: 1.58 -4.41 2.06  -1.182
S: 1.89 -5.27 0.61  0.523
S: 2.86 -4.59 3.26  0.957
S: -1.03 -3.39 1.61  0.581

Output
orbital gap	7.58	eV
spin multiplicity	1
HOMO level	-0.272	hartree
charge	0

***

According to the calculations, the structures order from most to least stable as #2, #1.

***

#1
This record from the OMol25 dataset describes C2H2INO2 as an isolated structure. The level of theory is ωB97M-V with the def2-TZVPD basis set.

Each line ends with the Löwdin charge.
CARTESIAN COORDINATES (ANGSTROEM)
C: 0.16 0.01 -0.02  0.039
C: 1.23 -0.73 0.01  -0.278
N: 1.42 -2.14 -0.03  -0.460
O: 0.57 -2.72 -0.68  0.098
O: 2.34 -2.63 0.55  0.055
I: 3.70 0.38 -0.03  0.383
H: 0.20 1.08 0.00  0.071
H: -0.82 -0.44 -0.05  0.093

Output
orbital gap (alpha / beta)	7.62 / 7.62	eV
spin multiplicity	1
HOMO level (alpha / beta)	-0.366 / -0.366	hartree
charge	0

***

#2
This record from the OMol25 dataset describes a 2-piece molecular cluster, C2H2INO2 overall. The level of theory is ωB97M-V with the def2-TZVPD basis set.

Each line ends with the Löwdin charge.
CARTESIAN COORDINATES (ANGSTROEM)
C: -1.02 -1.34 -0.68  0.151
C: -1.24 -0.22 -0.32  -0.042
N: -1.10 1.14 0.12  -0.410
O: -0.45 1.26 1.14  0.029
O: -1.66 2.04 -0.45  0.111
I: 2.41 -0.39 0.33  0.506
H: 3.91 -0.09 0.60  -0.389
H: -0.85 -2.38 -0.74  0.044

Output
SMILES	C#C[N+](=O)[O-].I
orbital gap	9.05	eV
spin multiplicity	1
HOMO level	-0.369	hartree
charge	0

***

According to the calculations, the structures order from most to least stable as #1, #2.

***

#1
This record from the OMol25 dataset describes a 2-piece molecular cluster, C3H3O4 overall. The level of theory is ωB97M-V with the def2-TZVPD basis set.

Each line ends with the Löwdin charge.
CARTESIAN COORDINATES (ANGSTROEM)
C: -1.16 -0.89 -0.07  -0.256
C: -0.14 -0.08 -0.05  -0.219
C: 2.23 -0.15 -0.05  -0.598
O: 2.66 -1.22 0.00  0.091
O: 2.40 1.01 -0.03  0.055
O: -2.52 -0.32 -0.03  -0.153
O: -0.39 1.33 0.02  -0.110
H: -1.00 -2.03 -0.04  0.094
H: -2.49 0.55 0.45  0.071
H: 0.41 1.80 -0.19  0.025

Output
orbital gap	7.37	eV
spin multiplicity	1
HOMO level	-0.121	hartree
charge	-1

***

#2
This record from the OMol25 dataset describes a 2-piece molecular cluster, C3H3O4 overall. The level of theory is ωB97M-V with the def2-TZVPD basis set.

Each line ends with the Löwdin charge.
CARTESIAN COORDINATES (ANGSTROEM)
C: -2.55 -1.00 -0.38  0.048
C: -2.00 -0.03 0.03  -0.324
C: 2.13 0.19 0.22  -0.811
O: 2.22 0.07 1.43  0.006
O: 1.31 0.89 -0.42  -0.076
O: 3.03 -0.50 -0.63  0.004
O: -1.19 0.88 0.50  0.023
H: -3.12 -1.71 -0.93  -0.008
H: 2.70 -0.38 -1.52  0.066
H: -0.25 0.71 0.15  0.073

Output
orbital gap	8.92	eV
spin multiplicity	1
HOMO level	-0.184	hartree
charge	-1

***

According to the calculations, the structures order from most to least stable as #2, #1.